(1)
ORCA calculation (wB97M-V/def2-TZVPD) on C33H24BiCl2F2N4O3SbSe4 as an isolated structure.

Element x y z (Å)
Bi (-0.430, -0.235, -0.636)
C (3.485, -4.055, 0.003)
O (3.404, -3.119, 1.099)
C (2.826, -2.006, 0.570)
N (2.384, -2.047, -0.609)
C (2.583, -3.445, -1.075)
C (3.056, -3.546, -2.507)
C (4.274, -4.104, -2.884)
C (4.643, -4.174, -4.222)
C (3.791, -3.696, -5.206)
C (2.548, -3.194, -4.845)
C (2.180, -3.140, -3.513)
C (2.782, -0.862, 1.519)
C (3.365, -0.999, 2.778)
C (3.293, 0.062, 3.657)
C (2.638, 1.215, 3.262)
C (2.079, 1.253, 1.989)
N (2.151, 0.238, 1.127)
C (1.291, 2.449, 1.594)
N (0.668, 2.630, 0.516)
C (-0.140, 3.850, 0.690)
C (0.391, 4.454, 1.999)
O (1.179, 3.394, 2.578)
C (-0.119, 4.763, -0.511)
C (-0.211, 6.144, -0.375)
C (-0.266, 6.967, -1.493)
C (-0.232, 6.414, -2.764)
C (-0.150, 5.034, -2.907)
C (-0.098, 4.216, -1.791)
H (3.119, -5.022, 0.342)
H (4.536, -4.122, -0.278)
H (1.605, -3.943, -1.030)
H (4.956, -4.500, -2.144)
H (5.597, -4.611, -4.493)
H (4.076, -3.754, -6.251)
H (1.838, -2.885, -5.602)
H (1.169, -2.847, -3.246)
H (3.847, -1.926, 3.042)
H (3.728, -0.013, 4.646)
H (2.536, 2.068, 3.915)
H (-1.170, 3.502, 0.805)
H (-0.392, 4.714, 2.708)
H (1.045, 5.313, 1.838)
H (-0.258, 6.594, 0.611)
H (-0.341, 8.041, -1.367)
H (-0.277, 7.053, -3.638)
H (-0.129, 4.585, -3.892)
H (-0.032, 3.144, -1.905)
Cl (-3.790, 4.152, 0.113)
C (-3.903, 2.953, -1.154)
C (-4.930, 3.079, -2.098)
C (-5.071, 2.164, -3.098)
Cl (-6.382, 2.345, -4.246)
C (-4.171, 1.073, -3.214)
C (-4.249, 0.060, -4.198)
C (-3.328, -0.945, -4.214)
C (-2.292, -0.935, -3.265)
N (-2.200, -0.006, -2.346)
C (-3.129, 0.980, -2.274)
C (-2.982, 1.904, -1.164)
O (-2.060, 1.716, -0.307)
H (-5.619, 3.909, -2.021)
H (-5.058, 0.084, -4.917)
H (-3.370, -1.769, -4.912)
H (-1.560, -1.736, -3.262)
F (1.773, 1.201, -2.135)
C (0.980, 0.125, -2.495)
F (0.345, 0.506, -3.658)
H (1.663, -0.688, -2.734)
Se (0.339, -6.275, -1.052)
Sb (-1.532, -4.940, -1.860)
Se (-1.229, -2.676, -0.357)
Se (-1.417, -4.279, -4.199)
Se (-3.699, -5.611, -1.047)

Calculated values
Kohn-Sham gap	5.37	eV
E_HOMO	-0.0644	hartree
charge	-2
LUMO	3.62	eV

=====

(2)
ORCA calculation (wB97M-V/def2-TZVPD) on C30H28I2N4OOsSi as an isolated structure.

Element x y z (Å)
Os (0.421, -0.054, -0.486)
I (-5.815, 4.004, 0.723)
C (-4.394, 2.631, 0.137)
C (-4.401, 2.135, -1.169)
C (-3.448, 1.229, -1.556)
I (-3.421, 0.488, -3.492)
C (-2.444, 0.770, -0.639)
O (-1.581, -0.102, -1.064)
C (-2.442, 1.311, 0.698)
C (-1.410, 0.962, 1.753)
N (-0.619, -0.210, 1.372)
C (0.248, -0.808, 2.397)
C (0.926, -1.969, 1.711)
C (1.349, -3.091, 2.382)
C (1.971, -4.112, 1.672)
C (2.138, -3.982, 0.304)
C (1.687, -2.837, -0.314)
N (1.086, -1.843, 0.366)
C (-3.417, 2.208, 1.051)
H (-5.155, 2.472, -1.868)
H (-1.915, 0.772, 2.703)
H (-0.721, 1.793, 1.907)
H (-1.275, -0.941, 1.096)
H (-0.315, -1.119, 3.277)
H (0.973, -0.054, 2.702)
H (1.203, -3.165, 3.452)
H (2.315, -5.001, 2.186)
H (2.611, -4.756, -0.285)
H (1.804, -2.678, -1.377)
H (-3.440, 2.606, 2.061)
N (0.631, 0.212, -2.690)
C (0.474, 1.640, -2.573)
C (0.769, 2.610, -3.493)
C (0.628, 3.934, -3.078)
C (0.238, 4.214, -1.783)
C (0.024, 3.163, -0.905)
N (0.141, 1.900, -1.304)
H (1.411, -0.076, -3.278)
H (-0.233, -0.189, -3.057)
H (1.079, 2.357, -4.498)
H (0.837, 4.741, -3.770)
H (0.138, 5.233, -1.440)
H (-0.207, 3.325, 0.139)
C (4.888, -1.771, -4.318)
C (4.960, -2.259, -3.019)
C (4.339, -1.578, -1.981)
C (3.618, -0.402, -2.211)
C (3.586, 0.085, -3.524)
C (4.206, -0.588, -4.569)
Si (2.844, 0.555, -0.770)
C (4.042, 0.307, 0.660)
C (5.378, 0.597, 0.348)
C (6.381, 0.467, 1.295)
C (6.074, 0.036, 2.581)
C (4.758, -0.250, 2.913)
C (3.758, -0.110, 1.958)
H (5.383, -2.296, -5.126)
H (5.521, -3.164, -2.811)
H (4.440, -1.959, -0.968)
H (3.116, 1.045, -3.734)
H (4.181, -0.179, -5.572)
H (2.858, 1.988, -1.178)
H (5.644, 0.928, -0.654)
H (7.405, 0.702, 1.031)
H (6.859, -0.071, 3.321)
H (4.510, -0.575, 3.916)
H (2.737, -0.321, 2.249)

Calculated values
Kohn-Sham gap (alpha / beta)	4.92 / 4.67	eV
E_HOMO (alpha / beta)	-0.4785 / -0.4764	hartree
charge	+2
LUMO (alpha / beta)	-8.10 / -8.29	eV

=====

(3)
ORCA calculation (wB97M-V/def2-TZVPD) on a 3-piece molecular cluster, C22H46F9OS2 overall.

Element x y z (Å)
C (2.736, 3.240, 0.571)
O (3.432, 2.507, -0.429)
C (2.695, 1.430, -0.933)
C (3.262, 1.073, -2.304)
C (2.907, -0.336, -2.773)
S (3.659, -1.696, -1.813)
C (2.325, -2.389, -0.782)
C (2.463, -2.221, 0.741)
C (1.049, -2.287, 1.359)
C (0.316, -0.950, 1.157)
C (-1.142, -1.052, 0.705)
F (-1.967, -0.949, 1.767)
F (-1.378, -2.228, 0.064)
C (-1.459, 0.089, -0.301)
F (-0.628, -0.083, -1.357)
F (-1.122, 1.245, 0.273)
S (-3.224, 0.250, -0.979)
F (-3.746, -0.985, -0.135)
F (-3.604, 1.216, 0.221)
F (-2.711, 1.491, -1.834)
F (-2.862, -0.738, -2.169)
F (-4.656, 0.442, -1.587)
H (2.484, 2.599, 1.425)
H (3.400, 4.041, 0.898)
H (1.817, 3.674, 0.158)
H (2.760, 0.571, -0.244)
H (1.629, 1.684, -1.029)
H (2.815, 1.756, -3.035)
H (4.343, 1.245, -2.308)
H (1.828, -0.512, -2.736)
H (3.243, -0.518, -3.796)
H (4.386, -1.016, -0.907)
H (2.298, -3.450, -1.037)
H (1.415, -1.913, -1.155)
H (3.098, -3.012, 1.144)
H (2.927, -1.262, 0.995)
H (1.143, -2.505, 2.424)
H (0.518, -3.123, 0.901)
H (0.857, -0.336, 0.438)
H (0.319, -0.389, 2.096)
C (-3.159, -6.485, 6.323)
C (-3.280, -6.657, 4.812)
C (-2.029, -6.227, 4.047)
C (-1.659, -4.752, 4.208)
C (-2.752, -3.765, 3.799)
C (-3.143, -3.872, 2.328)
H (-3.016, -5.440, 6.602)
H (-4.059, -6.836, 6.829)
H (-2.313, -7.056, 6.713)
H (-4.150, -6.104, 4.450)
H (-3.476, -7.708, 4.587)
H (-2.165, -6.458, 2.987)
H (-1.183, -6.835, 4.381)
H (-0.761, -4.554, 3.608)
H (-1.375, -4.557, 5.245)
H (-2.396, -2.750, 4.001)
H (-3.635, -3.902, 4.427)
H (-2.274, -3.719, 1.691)
H (-3.894, -3.125, 2.067)
H (-3.561, -4.852, 2.094)
C (-0.846, 4.652, -1.924)
C (-0.523, 4.721, -3.414)
C (0.939, 4.419, -3.731)
C (1.953, 5.382, -3.109)
C (1.760, 6.847, -3.495)
C (1.899, 7.106, -4.992)
H (-0.281, 5.391, -1.353)
H (-1.904, 4.839, -1.743)
H (-0.611, 3.662, -1.522)
H (-0.794, 5.705, -3.804)
H (-1.151, 4.002, -3.947)
H (1.075, 4.393, -4.815)
H (1.165, 3.404, -3.373)
H (2.959, 5.068, -3.405)
H (1.920, 5.295, -2.019)
H (2.500, 7.445, -2.959)
H (0.783, 7.199, -3.152)
H (2.880, 6.791, -5.352)
H (1.787, 8.167, -5.215)
H (1.142, 6.571, -5.568)

Calculated values
Kohn-Sham gap	9.41	eV
E_HOMO	-0.4633	hartree
charge	+1
LUMO	-3.19	eV

=====

Repeat the second record exactly.
ORCA calculation (wB97M-V/def2-TZVPD) on C30H28I2N4OOsSi as an isolated structure.

Element x y z (Å)
Os (0.421, -0.054, -0.486)
I (-5.815, 4.004, 0.723)
C (-4.394, 2.631, 0.137)
C (-4.401, 2.135, -1.169)
C (-3.448, 1.229, -1.556)
I (-3.421, 0.488, -3.492)
C (-2.444, 0.770, -0.639)
O (-1.581, -0.102, -1.064)
C (-2.442, 1.311, 0.698)
C (-1.410, 0.962, 1.753)
N (-0.619, -0.210, 1.372)
C (0.248, -0.808, 2.397)
C (0.926, -1.969, 1.711)
C (1.349, -3.091, 2.382)
C (1.971, -4.112, 1.672)
C (2.138, -3.982, 0.304)
C (1.687, -2.837, -0.314)
N (1.086, -1.843, 0.366)
C (-3.417, 2.208, 1.051)
H (-5.155, 2.472, -1.868)
H (-1.915, 0.772, 2.703)
H (-0.721, 1.793, 1.907)
H (-1.275, -0.941, 1.096)
H (-0.315, -1.119, 3.277)
H (0.973, -0.054, 2.702)
H (1.203, -3.165, 3.452)
H (2.315, -5.001, 2.186)
H (2.611, -4.756, -0.285)
H (1.804, -2.678, -1.377)
H (-3.440, 2.606, 2.061)
N (0.631, 0.212, -2.690)
C (0.474, 1.640, -2.573)
C (0.769, 2.610, -3.493)
C (0.628, 3.934, -3.078)
C (0.238, 4.214, -1.783)
C (0.024, 3.163, -0.905)
N (0.141, 1.900, -1.304)
H (1.411, -0.076, -3.278)
H (-0.233, -0.189, -3.057)
H (1.079, 2.357, -4.498)
H (0.837, 4.741, -3.770)
H (0.138, 5.233, -1.440)
H (-0.207, 3.325, 0.139)
C (4.888, -1.771, -4.318)
C (4.960, -2.259, -3.019)
C (4.339, -1.578, -1.981)
C (3.618, -0.402, -2.211)
C (3.586, 0.085, -3.524)
C (4.206, -0.588, -4.569)
Si (2.844, 0.555, -0.770)
C (4.042, 0.307, 0.660)
C (5.378, 0.597, 0.348)
C (6.381, 0.467, 1.295)
C (6.074, 0.036, 2.581)
C (4.758, -0.250, 2.913)
C (3.758, -0.110, 1.958)
H (5.383, -2.296, -5.126)
H (5.521, -3.164, -2.811)
H (4.440, -1.959, -0.968)
H (3.116, 1.045, -3.734)
H (4.181, -0.179, -5.572)
H (2.858, 1.988, -1.178)
H (5.644, 0.928, -0.654)
H (7.405, 0.702, 1.031)
H (6.859, -0.071, 3.321)
H (4.510, -0.575, 3.916)
H (2.737, -0.321, 2.249)

Calculated values
Kohn-Sham gap (alpha / beta)	4.92 / 4.67	eV
E_HOMO (alpha / beta)	-0.4785 / -0.4764	hartree
charge	+2
LUMO (alpha / beta)	-8.10 / -8.29	eV

=====

Which formula does entry 2 have? C30H28I2N4OOsSi

=====

Which of these has the highest charge? C30H28I2N4OOsSi

=====

charge of number 2 (C30H28I2N4OOsSi)? +2